Run w
Formula: C6H10O3
Source: OMol25
Level of theory: wB97M-V/def2-TZVPD

Output
- Structure (SMILES): CC(C)CC(=O)C(=O)O
- HOMO level: -9.796 eV
- Charge: 0
- Kohn-Sham gap: 10.09 eV

Each line ends with the Löwdin charge.
Cartesian coordinates (Å):
C (1.06456, 1.21057, 1.06340)  0.063
C (0.73289, -0.20151, 0.20071)  -0.300
C (1.98759, -0.83750, -0.27787)  -0.036
C (-0.29532, 0.26964, -0.86197)  -0.125
C (-1.54798, 0.76099, -0.44377)  -0.325
C (-2.66577, -0.27686, 0.17224)  -0.522
H (0.33800, 1.56349, 1.36456)  -0.069
H (1.60095, 1.67636, 0.35702)  0.045
H (1.82274, 0.78741, 1.82065)  0.125
H (0.05677, -0.62913, 0.86260)  0.094
H (2.38886, -0.23132, -1.06384)  0.103
H (2.41188, -1.03330, 0.55562)  0.018
H (1.87097, -1.75897, -0.77647)  0.079
H (-0.56912, -0.66563, -1.57551)  0.194
H (-0.02649, 0.63697, -1.62835)  0.016
H (-1.28176, -1.61530, -0.03343)  0.141
O (-1.88674, 1.88515, -0.42410)  0.187
O (-2.28275, -1.54554, 0.27529)  0.089
O (-3.71929, 0.00450, 0.41322)  0.221



Run x
Formula: C6H10O3
Source: OMol25
Level of theory: wB97M-V/def2-TZVPD

Output
- HOMO level: -8.170 eV
- Charge: 0
- Kohn-Sham gap: 8.76 eV

Each line ends with the Löwdin charge.
Cartesian coordinates (Å):
C (-0.07250, 1.63109, -1.91540)  0.046
C (0.01025, -0.73004, -0.42296)  -0.364
C (0.43927, 0.11445, 0.50755)  -0.335
C (0.96549, -1.34868, -1.34161)  -0.055
C (-1.49644, -1.07239, -0.45960)  -0.046
C (-0.39808, 0.70162, 1.62938)  -0.177
O (1.02298, 1.59328, -2.21213)  0.042
O (1.77485, 0.42580, 0.50601)  0.032
O (0.21952, 1.87779, 2.08969)  -0.056
H (1.96807, -1.05979, -1.02269)  0.076
H (0.75346, -0.74551, -2.33264)  0.107
H (0.98810, -2.42634, -1.37246)  0.080
H (-1.53906, -1.87453, 0.17097)  0.040
H (-1.91784, -1.28358, -1.47062)  0.088
H (-2.18656, -0.21869, -0.12901)  0.086
H (-0.53138, 0.10969, 2.53323)  0.124
H (-1.51570, 0.96411, 1.29215)  0.149
H (1.80619, 1.13706, 1.15392)  0.091
H (-0.29062, 2.20466, 2.79624)  0.072



Which is the most stable structure? run x is the most stable.



Run w
Formula: C4H5Cl
Source: OMol25
Level of theory: wB97M-V/def2-TZVPD

Output
- Structure (SMILES): CC1=C(Cl)C1
- HOMO level: -9.369 eV
- Charge: 0
- Kohn-Sham gap: 10.18 eV

Each line ends with the Löwdin charge.
Cartesian coordinates (Å):
C (0.00907, 0.03726, 0.26046)  -0.307
C (1.21214, -0.35495, 0.21472)  -0.522
C (0.42674, -0.80060, -0.97860)  -0.062
C (-1.15177, 0.75621, 0.62513)  -0.055
Cl (2.96136, -0.20067, 0.82434)  0.495
H (0.13366, -1.80002, -1.01124)  0.056
H (0.63207, -0.31811, -1.89362)  0.070
H (-0.82370, 1.66675, 1.23520)  0.115
H (-1.73674, 0.01908, 1.13106)  0.075
H (-1.66283, 0.99507, -0.40745)  0.135



Run x
Formula: C4H5Cl
Source: OMol25
Level of theory: wB97M-V/def2-TZVPD

Output
- Structure (SMILES): CC1=C(Cl)C1
- HOMO level: -9.632 eV
- Charge: 0
- Kohn-Sham gap: 9.05 eV

Each line ends with the Löwdin charge.
Cartesian coordinates (Å):
C (0.77796, 0.13049, 0.08802)  -0.201
C (1.94825, -0.35955, -0.15364)  -0.274
C (0.96149, -1.41861, 0.06123)  -0.059
C (-0.30455, 1.07074, -0.02053)  -0.018
Cl (3.99081, 0.34530, 0.01031)  0.215
H (0.79598, -2.08179, 0.85445)  0.074
H (0.69170, -1.87085, -0.81801)  0.051
H (-0.42467, 1.27340, -0.99521)  0.062
H (-0.08481, 1.99572, 0.30372)  0.051
H (-1.13988, 0.75194, 0.56285)  0.097



Which is the most stable structure? run w is the most stable.



Run w
Formula: C4H12N2O
Source: OMol25
Level of theory: wB97M-V/def2-TZVPD

Output
- HOMO level (spin up / spin down): -14.244 / -14.122 eV
- Charge: +1
- 2S+1: 2
- Kohn-Sham gap (spin up / spin down): 11.28 / 6.51 eV

Each line ends with the Löwdin charge.
Cartesian coordinates (Å):
C (1.31443, 1.71795, 0.41131)  0.020
C (0.43143, 0.40966, 0.43580)  -0.310
C (-0.73245, 0.33199, 1.45725)  -0.202
O (-0.25111, 0.20517, 2.79087)  -0.013
N (-0.20293, 0.10403, -0.85497)  0.188
C (-0.22085, -1.33784, -1.42754)  -0.168
N (-0.41579, -1.53710, -2.83302)  0.039
H (0.98601, 2.47790, -0.30169)  0.091
H (1.32906, 2.13695, 1.40305)  0.081
H (2.31563, 1.39532, 0.12600)  0.092
H (1.08783, -0.44308, 0.59823)  0.142
H (-1.57603, -0.35457, 1.22288)  0.139
H (-1.26804, 1.32500, 1.44568)  0.146
H (0.02463, 1.08001, 3.08461)  0.099
H (-0.90294, 0.86406, -0.99927)  0.190
H (0.74290, -1.81241, -1.15097)  0.148
H (-1.01549, -1.71502, -0.81311)  0.132
H (-0.04886, -2.33566, -3.32051)  0.099
H (-0.03772, -0.70375, -3.26545)  0.086



Run x
Formula: C4H12N2O
Source: OMol25
Level of theory: wB97M-V/def2-TZVPD

Output
- HOMO level (spin up / spin down): -14.721 / -14.843 eV
- Charge: +1
- 2S+1: 2
- Kohn-Sham gap (spin up / spin down): 7.20 / 7.12 eV

Each line ends with the Löwdin charge.
Cartesian coordinates (Å):
C (-0.08312, -0.94142, 0.88330)  -0.114
C (0.11536, 0.60562, 1.31063)  -0.117
C (1.02810, 1.31347, 0.28932)  -0.154
O (2.61344, 0.62005, 0.52759)  -0.173
N (-1.22756, -1.41652, 0.01462)  0.109
C (-0.92481, -1.05445, -1.29187)  -0.242
N (-1.61398, 0.50220, -1.48773)  0.098
H (-0.07172, -1.38643, 1.87402)  0.138
H (0.82084, -1.16283, 0.24310)  0.038
H (-0.90840, 1.05225, 1.34636)  0.143
H (0.51630, 0.67462, 2.30786)  0.120
H (0.79595, 2.42511, 0.24166)  0.160
H (2.08433, 1.56628, 0.95139)  0.096
H (0.85777, 0.79893, -0.78274)  0.134
H (1.55453, -1.74635, 0.02331)  0.411
H (-1.34296, -1.71478, -2.08170)  0.138
H (0.13040, -0.88609, -1.50713)  0.076
H (-2.22076, 0.41583, -2.29898)  0.064
H (-2.12373, 0.33450, -0.56302)  0.075



Run y
Formula: C4H12N2O
Source: OMol25
Level of theory: wB97M-V/def2-TZVPD

Output
- HOMO level (spin up / spin down): -13.592 / -13.541 eV
- Charge: +1
- 2S+1: 2
- Kohn-Sham gap (spin up / spin down): 8.73 / 4.99 eV

Each line ends with the Löwdin charge.
Cartesian coordinates (Å):
C (0.67267, -0.15250, 1.67656)  -0.269
C (-0.69526, 0.56842, 1.61076)  -0.142
C (-1.86631, -0.43044, 1.53195)  -0.139
C (-1.58306, -0.87198, -0.88163)  0.128
N (-2.16430, -0.84008, 0.20150)  0.169
N (1.76583, 0.80679, 1.64606)  0.040
H (0.84685, -0.90899, 0.94488)  0.102
H (0.66436, -0.65938, 2.63256)  0.120
H (-0.78730, 1.12392, 2.54001)  0.129
H (-0.77811, 1.25741, 0.77058)  0.122
H (-2.80108, 0.06181, 1.84938)  0.160
H (-1.77731, -1.31333, 2.16991)  0.150
H (-2.17895, -1.11764, -1.77177)  0.140
H (-0.52867, -0.74758, -1.08426)  0.132
H (1.56033, 1.62552, 2.22942)  0.094
H (1.74969, 1.26093, 0.76159)  0.064
H (3.20032, 0.33949, -5.09506)  0.031
H (1.90846, -0.16667, -5.78222)  0.022
O (2.79183, 0.16431, -5.95021)  -0.053



Which is the most stable structure? run w is the most stable.



Run w
Formula: C11H13N3S
Source: OMol25
Level of theory: wB97M-V/def2-TZVPD

Output
- Structure (SMILES): c1ccc2c(N3CCNCC3)nsc2c1
- HOMO level: -7.902 eV
- Charge: 0
- Kohn-Sham gap: 8.24 eV

Each line ends with the Löwdin charge.
Cartesian coordinates (Å):
C (-3.23500, 0.77508, -0.38339)  -0.204
C (-2.16912, 0.35876, -1.38750)  -0.141
C (-1.42113, -1.22116, 0.30346)  -0.176
C (-2.20480, -0.48792, 1.46159)  -0.204
C (0.09826, 0.54739, -0.42551)  -0.312
C (2.38030, 1.12679, 0.25148)  -0.492
C (3.79744, 1.01638, 0.21747)  -0.040
C (4.36216, -0.28887, -0.02141)  -0.053
C (3.55502, -1.47801, -0.14082)  -0.063
C (2.15445, -1.26366, -0.21451)  -0.018
C (1.54746, 0.08510, -0.09368)  -0.154
H (-3.64752, 1.77683, -0.55544)  0.117
H (-4.14282, 0.23521, -0.48800)  0.096
H (-1.98589, 1.21293, -1.97485)  0.083
H (-2.78255, -0.22152, -2.16923)  0.134
H (-0.56024, -1.87756, 0.50589)  0.114
H (-2.24262, -1.76732, -0.19204)  0.122
H (-2.95439, -1.13431, 1.81468)  0.077
H (-1.54956, -0.44386, 2.41144)  0.139
H (-1.89221, 1.24960, 1.17108)  0.067
H (4.38859, 1.80327, 0.44879)  0.064
H (5.25425, -0.34087, 0.41260)  0.046
H (4.05274, -2.44482, -0.27988)  0.100
H (1.49131, -1.99446, -0.71203)  0.104
N (-1.00371, -0.34783, -0.71343)  -0.086
N (-2.72024, 0.76136, 0.97281)  -0.053
N (0.03976, 1.83068, -0.40278)  -0.266
S (1.39006, 2.53281, 0.18322)  0.998



Run x
Formula: C11H13N3S
Source: OMol25
Level of theory: wB97M-V/def2-TZVPD

Output
- HOMO level: -8.668 eV
- Charge: 0
- Kohn-Sham gap: 8.52 eV

Each line ends with the Löwdin charge.
Cartesian coordinates (Å):
C (-0.52615, -4.37628, 3.11090)  -0.059
C (-1.62494, -3.60372, 3.62776)  -0.070
C (0.50990, -3.74537, 2.40175)  -0.021
C (-1.80612, -2.25249, 3.33226)  -0.018
C (0.29249, -2.44884, 2.03795)  -0.279
C (-0.85675, -1.70179, 2.49070)  -0.180
C (-0.26016, 1.79997, -0.16202)  -0.371
C (0.12693, 0.42813, -2.18685)  -0.069
C (2.24810, 1.47867, -1.17944)  -0.054
C (0.58967, 2.94071, -2.23028)  -0.089
C (0.69801, 1.68485, -1.38531)  -0.599
N (1.04827, -1.61128, 1.35227)  0.066
N (0.46773, -0.55270, 1.24865)  -0.190
N (-0.66845, -0.47936, 1.86985)  -0.247
S (-0.91788, 1.17437, 1.05958)  1.055
H (-0.57751, -5.42497, 3.27184)  0.085
H (-2.19618, -4.13333, 4.25550)  0.053
H (1.32298, -4.21735, 1.81215)  0.125
H (-2.53815, -1.59165, 3.81925)  0.117
H (-0.91203, 0.68581, -2.40528)  0.067
H (0.12997, -0.47411, -1.52886)  0.071
H (0.62260, 0.17131, -3.23880)  0.126
H (2.74162, 1.35036, -2.14701)  0.082
H (2.65490, 2.31136, -0.69574)  0.044
H (2.49626, 0.49144, -0.56908)  0.117
H (0.70759, 2.81194, -3.29504)  0.084
H (1.35920, 3.63327, -1.87945)  0.080
H (-0.32823, 3.46163, -1.98963)  0.074



Which is the most stable structure? run w is the most stable.



Run w
Formula: C8H17NO
Source: OMol25
Level of theory: wB97M-V/def2-TZVPD

Output
- HOMO level: -7.537 eV
- Charge: 0
- Kohn-Sham gap: 8.32 eV

Each line ends with the Löwdin charge.
Cartesian coordinates (Å):
C (0.05087, -0.44867, -0.22461)  -0.394
C (-0.87846, 0.66091, -0.01149)  -0.512
C (0.00469, -1.08766, -1.61044)  -0.045
C (0.28606, -1.44646, 0.89146)  -0.060
C (-0.81773, 1.42841, 1.29569)  -0.035
C (-2.38075, -0.52177, 0.17821)  0.004
C (2.97630, 0.07456, 0.28307)  -0.033
C (1.69573, 0.58066, -0.36180)  -0.294
N (-1.12134, 1.45790, -1.13608)  0.080
O (1.75092, 1.56021, -1.06909)  0.041
H (-0.32587, 1.62064, -1.74019)  0.079
H (-1.60773, 2.32004, -0.93573)  0.091
H (0.00083, -2.17354, -1.53109)  0.083
H (0.86127, -0.78715, -2.21327)  0.083
H (-0.89001, -0.78673, -2.15139)  0.079
H (-0.52510, -2.17133, 0.94979)  0.082
H (1.18208, -2.02731, 0.67832)  0.078
H (0.40131, -0.96359, 1.85868)  0.079
H (-0.77721, 0.76328, 2.15275)  0.069
H (0.05169, 2.08668, 1.30086)  0.085
H (-1.71583, 2.03887, 1.39833)  0.086
H (-2.50743, -0.72089, 1.23783)  0.039
H (-2.40100, -1.43805, -0.40271)  0.042
H (-3.17381, 0.12834, -0.18009)  0.039
H (2.88904, 0.16219, 1.36674)  0.081
H (3.13610, -0.97192, 0.02377)  0.075
H (3.83536, 0.66241, -0.04751)  0.080



Run x
Formula: C8H17NO
Source: OMol25
Level of theory: wB97M-V/def2-TZVPD

Output
- Structure (SMILES): CC(C)/C=[N+](\[O-])C(C)(C)C
- HOMO level (spin up / spin down): -8.000 / -8.106 eV
- Charge: 0
- Kohn-Sham gap (spin up / spin down): 8.46 / 8.99 eV

Each line ends with the Löwdin charge.
Cartesian coordinates (Å):
C (-0.52253, 0.05717, 0.95344)  0.123
C (-1.91998, 1.67824, 2.42804)  -0.080
C (0.55944, 2.05493, 1.78117)  -0.065
C (-0.49844, -2.26052, -0.98642)  -0.033
C (0.39974, -0.80616, -2.82498)  -0.040
C (1.94257, -1.31868, -0.81785)  -0.002
C (-0.85064, 1.50740, 1.37432)  -0.400
C (0.47938, -1.12512, -1.29296)  -0.555
N (0.00717, 0.08451, -0.68201)  -0.148
O (0.02876, 1.25248, -1.19810)  -0.063
H (-0.25279, -0.67694, 1.65547)  0.076
H (-2.76944, 1.10917, 2.15545)  0.059
H (-2.29402, 2.64504, 2.65804)  0.065
H (-1.69373, 1.29914, 3.41796)  0.077
H (0.47852, 2.84371, 2.49462)  0.059
H (1.22241, 1.32054, 2.35160)  0.100
H (1.09337, 2.34495, 0.95667)  0.032
H (-1.24275, -2.29767, -1.83163)  0.094
H (-0.03833, -3.23864, -0.90655)  0.081
H (-1.20235, -2.21033, -0.21443)  0.044
H (1.14867, -1.42659, -3.39396)  0.103
H (0.81415, 0.19858, -3.00380)  0.074
H (-0.64132, -0.80972, -3.11905)  0.076
H (2.52290, -0.73681, -1.55335)  0.093
H (2.02487, -1.08587, 0.15429)  0.029
H (2.27306, -2.37491, -0.98647)  0.099
H (-1.06871, 1.97212, 0.43052)  0.103



Which is the most stable structure? run w is the most stable.



Run w
Formula: C4H7IN
Source: OMol25
Level of theory: wB97M-V/def2-TZVPD

Output
- HOMO level (spin up / spin down): -14.382 / -14.382 eV
- Charge: +1
- Kohn-Sham gap (spin up / spin down): 6.90 / 6.90 eV

Each line ends with the Löwdin charge.
Cartesian coordinates (Å):
C (2.28355, 0.11722, -0.02595)  -0.318
C (1.20589, 0.65744, 0.77130)  -0.453
C (-1.32567, -0.64899, 0.10785)  -0.085
C (-0.81529, 0.58781, -0.56881)  -0.277
N (0.25498, 1.20756, 0.08842)  0.149
I (2.02104, -0.77395, -1.84154)  1.183
H (1.27871, -0.43332, 1.08357)  0.160
H (1.55446, 0.93937, 1.75797)  0.161
H (-0.50157, -1.38827, 0.34462)  0.088
H (-1.79295, -0.44616, 1.04061)  0.073
H (-2.16819, -1.17744, -0.46264)  0.128
H (-1.65321, 1.27150, -0.86661)  0.164
H (-0.34173, 0.08722, -1.42880)  0.027



Run x
Formula: C4H7IN
Source: OMol25
Level of theory: wB97M-V/def2-TZVPD

Output
- HOMO level (spin up / spin down): -13.259 / -13.291 eV
- Charge: +1
- Kohn-Sham gap (spin up / spin down): 5.83 / 5.87 eV

Each line ends with the Löwdin charge.
Cartesian coordinates (Å):
C (-0.37588, -0.62539, -1.19274)  -0.067
C (0.76401, 0.38257, -1.01308)  -0.061
C (-0.76269, 0.68983, 0.96281)  0.009
C (-0.51330, -0.56840, 0.31706)  -0.118
N (0.61569, 0.39026, 0.46558)  0.010
I (0.02601, -2.72712, 2.77368)  0.233
H (-1.19636, -0.13841, -1.68028)  0.118
H (-0.24529, -1.68522, -1.58688)  0.162
H (1.70483, -0.03890, -1.22561)  0.124
H (0.48738, 1.40099, -1.48364)  0.177
H (-1.29645, 1.45503, 0.59480)  0.111
H (-0.54547, 0.78125, 1.94858)  0.100
H (1.33751, 0.68352, 1.11972)  0.203



Which is the most stable structure? run x is the most stable.